Entry 1:
Computed, not measured: CH3NOSi as an isolated structure at a distorted geometry, with wB97M-V/def2-TZVPD.

Properties
<S²>	2.02
spin multiplicity	3
electronic energy	-459.15391	Ha
HOMO energy (alpha / beta)	-5.559 / -11.732	eV
orbital gap (alpha / beta)	0.2310 / 0.2322	Eh
relative energy (zero: lowest compared OMol25 entry of this formula, charge and spin)	209.0	kJ/mol
F_max	6.0	eV/Å
E_LUMO (alpha / beta)	0.73 / -5.41	eV
net charge	0

Last column: Löwdin charge in e.
Positions of all 7 atoms, in Å:
C (0.71, -0.30, 2.46)  -0.194
N (0.93, -0.41, 3.58)  0.113
O (-0.08, 1.18, -0.17)  -0.258
Si (0.34, -0.36, 0.07)  0.481
H (-0.55, 1.70, 0.48)  0.043
H (-0.76, -1.30, -0.06)  -0.090
H (1.58, -0.55, -0.65)  -0.093

Entry 2:
Computed, not measured: the molecule C5H13NS at a distorted geometry, with wB97M-V/def2-TZVPD.

Properties
SMILES	CCNCCCS
electronic energy	-651.19103	Ha
HOMO energy	-8.796	eV
orbital gap	0.3591	Eh
relative energy (zero: lowest compared OMol25 entry of this formula, charge and spin)	139.0	kJ/mol
F_max	3.8	eV/Å
E_LUMO	0.98	eV
net charge	0

Last column: Löwdin charge in e.
Positions of all 20 atoms, in Å:
C (1.00, 1.05, -2.92)  -0.106
C (0.61, 2.05, -1.84)  -0.284
N (0.29, 1.33, -0.60)  -0.095
C (1.29, 0.54, 0.15)  -0.251
C (0.59, -0.73, 0.65)  -0.281
C (-0.79, -0.40, 1.27)  -0.551
S (-1.45, -2.03, 1.84)  0.664
H (1.61, 0.18, -2.69)  0.066
H (0.05, 0.78, -3.32)  0.054
H (1.48, 1.49, -3.81)  0.074
H (-0.20, 2.70, -2.13)  0.105
H (1.49, 2.72, -1.78)  0.101
H (0.11, 2.11, 0.02)  0.102
H (1.77, 1.21, 0.86)  0.111
H (2.18, 0.24, -0.45)  0.117
H (0.67, -1.52, -0.07)  0.090
H (1.36, -1.13, 1.40)  0.119
H (-0.97, 0.26, 2.11)  0.062
H (-1.45, -0.06, 0.49)  0.050
H (-2.65, -1.83, 1.24)  -0.147

Entry 3:
Computed, not measured: C22H18BrCaN8O3S as an isolated structure, with wB97M-V/def2-TZVPD.

Properties
electronic energy	-5163.05798	Ha
HOMO energy	-5.083	eV
orbital gap	0.2617	Eh
relative energy (zero: lowest compared OMol25 entry of this formula, charge and spin)	0.0	kJ/mol
F_max	0.3	eV/Å
E_LUMO	2.04	eV
net charge	-1

Last column: Löwdin charge in e.
Positions of all 54 atoms, in Å:
Ca (-0.16, 0.71, -1.10)  1.315
O (1.78, 0.81, 0.05)  -0.255
C (2.45, 0.08, 0.87)  -0.401
C (3.86, 0.02, 0.80)  -0.023
C (4.60, -0.75, 1.67)  -0.115
C (3.98, -1.50, 2.68)  -0.133
C (2.61, -1.45, 2.78)  -0.077
C (1.83, -0.68, 1.91)  -0.103
C (0.38, -0.62, 2.09)  -0.298
N (-0.55, -0.48, 1.17)  0.031
C (-1.76, -0.46, 1.83)  -0.154
C (-1.56, -0.59, 3.17)  -0.094
N (-0.19, -0.70, 3.32)  0.104
H (4.34, 0.60, 0.02)  0.108
H (5.68, -0.77, 1.58)  0.093
H (4.56, -2.12, 3.35)  0.084
H (2.11, -2.05, 3.53)  0.100
H (-2.68, -0.35, 1.29)  0.087
H (-2.24, -0.62, 4.01)  0.102
H (0.31, -0.74, 4.19)  0.145
N (-1.09, 2.72, -2.57)  -0.039
N (-0.46, 2.71, -3.84)  -0.035
C (0.30, 1.56, -4.19)  -0.757
O (0.49, 1.39, -5.39)  -0.018
O (0.72, 0.86, -3.21)  -0.217
H (-2.09, 2.54, -2.66)  0.039
H (-0.98, 3.64, -2.16)  0.079
H (-1.04, 3.03, -4.60)  0.116
Br (-2.47, 3.92, 4.83)  0.725
C (-1.83, 3.38, 3.14)  -0.692
C (-2.68, 3.33, 2.06)  -0.097
C (-2.16, 2.89, 0.85)  -0.133
N (-0.89, 2.53, 0.69)  0.024
C (-0.08, 2.61, 1.74)  -0.126
C (-0.49, 3.04, 2.99)  -0.104
H (-3.73, 3.59, 2.14)  0.106
H (-2.82, 2.81, -0.01)  0.053
H (0.95, 2.30, 1.56)  0.104
H (0.20, 3.08, 3.82)  0.102
N (0.30, -6.83, -3.60)  0.149
C (0.24, -5.75, -3.23)  -0.178
C (0.18, -4.38, -2.77)  -0.230
C (-0.42, -4.09, -1.55)  -0.007
C (-0.46, -2.76, -1.15)  -0.115
N (0.06, -1.77, -1.87)  0.028
C (0.63, -2.06, -3.04)  -0.086
C (0.71, -3.35, -3.53)  0.005
H (-0.86, -4.86, -0.94)  0.116
H (-0.91, -2.48, -0.21)  0.093
H (1.01, -1.20, -3.59)  0.101
H (1.18, -3.55, -4.49)  0.120
S (-4.80, 1.82, -1.75)  0.432
C (-3.51, 0.84, -1.43)  -1.031
N (-2.57, 0.18, -1.23)  -0.041

Entry 4:
Computed, not measured: C31H11F15GeN3O5PdS2 as an isolated structure, with wB97M-V/def2-TZVPD.

Properties
electronic energy	-6227.28026	Ha
HOMO energy (alpha / beta)	-11.688 / -11.688	eV
orbital gap (alpha / beta)	0.2524 / 0.2524	Eh
relative energy (zero: lowest compared OMol25 entry of this formula, charge and spin)	79.2	kJ/mol
F_max	0.8	eV/Å
E_LUMO (alpha / beta)	-4.82 / -4.82	eV
net charge	+1

Last column: Löwdin charge in e.
Positions of all 69 atoms, in Å:
Pd (-1.00, 0.20, 1.54)  1.077
O (-3.57, 3.00, 6.15)  0.126
C (-2.95, 2.37, 5.15)  -0.251
C (-1.69, 1.76, 5.31)  0.108
C (-1.15, 1.13, 4.21)  -0.145
N (-1.81, 1.14, 3.07)  -0.017
C (-3.00, 1.69, 2.87)  -0.135
C (-3.62, 2.33, 3.92)  0.120
C (-3.50, 1.51, 1.44)  -0.509
O (-4.56, 1.93, 1.08)  0.157
O (-2.64, 0.88, 0.63)  -0.177
C (0.18, 0.38, 4.11)  -0.541
O (0.93, 0.31, 5.04)  0.145
O (0.42, -0.15, 2.91)  -0.157
H (-3.04, 2.99, 6.96)  0.136
H (-1.15, 1.75, 6.24)  0.145
H (-4.59, 2.79, 3.78)  0.151
C (-1.95, -4.66, 3.47)  -0.067
C (-3.03, -3.71, 2.93)  -0.176
C (-2.45, -2.45, 2.47)  -0.070
N (-1.99, -1.47, 2.11)  0.103
H (-2.42, -5.59, 3.76)  0.086
H (-1.46, -4.24, 4.34)  0.087
H (-1.20, -4.87, 2.71)  0.088
H (-3.76, -3.45, 3.70)  0.132
H (-3.57, -4.14, 2.09)  0.135
S (0.20, 4.09, -0.18)  1.171
C (1.24, 3.72, 1.12)  -0.324
C (0.95, 2.49, 1.62)  -0.174
N (-0.10, 1.88, 0.96)  -0.142
C (-0.58, 2.61, -0.03)  -0.414
H (2.00, 4.40, 1.45)  0.098
H (1.44, 1.98, 2.42)  0.127
H (-1.41, 2.29, -0.65)  0.088
F (2.96, 0.76, -0.10)  0.100
C (2.64, 1.60, -1.09)  -0.246
C (1.73, 1.21, -2.06)  -0.136
C (1.44, 2.13, -3.05)  -0.222
F (0.60, 1.81, -4.05)  0.121
C (2.01, 3.39, -3.09)  -0.156
F (1.71, 4.24, -4.06)  0.148
C (2.92, 3.74, -2.10)  -0.160
F (3.47, 4.95, -2.11)  0.153
C (3.24, 2.85, -1.10)  -0.174
F (4.10, 3.20, -0.15)  0.135
Ge (1.03, -0.61, -1.98)  0.800
S (-0.17, -1.15, -0.16)  0.387
C (2.60, -1.76, -2.05)  -0.140
C (2.99, -2.72, -1.14)  -0.219
F (2.26, -3.00, -0.06)  0.070
C (4.16, -3.45, -1.31)  -0.133
F (4.52, -4.37, -0.42)  0.142
C (4.96, -3.21, -2.42)  -0.121
F (6.08, -3.90, -2.59)  0.158
C (4.59, -2.25, -3.35)  -0.134
F (5.35, -2.03, -4.42)  0.146
C (3.42, -1.55, -3.14)  -0.228
F (3.06, -0.63, -4.06)  0.098
C (-0.30, -0.98, -3.35)  -0.160
C (-0.20, -2.00, -4.28)  -0.204
F (0.88, -2.78, -4.33)  0.111
C (-1.22, -2.26, -5.19)  -0.133
F (-1.10, -3.25, -6.07)  0.145
C (-2.37, -1.49, -5.16)  -0.120
F (-3.35, -1.74, -6.01)  0.157
C (-2.50, -0.46, -4.24)  -0.132
F (-3.60, 0.27, -4.21)  0.143
C (-1.46, -0.23, -3.35)  -0.242
F (-1.61, 0.77, -2.47)  0.063

Entry 5:
Computed, not measured: C35H30N8NiO5S as an isolated structure at a distorted geometry, with wB97M-V/def2-TZVPD.

Properties
<S²>	2.00
spin multiplicity	3
electronic energy	-4072.62119	Ha
HOMO energy (alpha / beta)	-8.067 / -8.177	eV
orbital gap (alpha / beta)	0.2932 / 0.2969	Eh
relative energy (zero: lowest compared OMol25 entry of this formula, charge and spin)	31.4	kJ/mol
F_max	3.7	eV/Å
E_LUMO (alpha / beta)	-0.09 / -0.10	eV
net charge	0

Last column: Löwdin charge in e.
Positions of all 80 atoms, in Å:
Ni (-13.18, -10.41, -13.47)  0.564
N (-14.54, -14.50, -13.75)  0.138
C (-13.51, -15.12, -12.96)  -0.254
C (-13.88, -16.08, -12.02)  -0.020
C (-12.94, -16.46, -11.07)  -0.060
C (-11.65, -15.86, -11.09)  -0.068
C (-11.29, -15.08, -12.17)  -0.130
C (-12.19, -14.74, -13.09)  -0.464
S (-11.86, -13.45, -14.28)  1.025
N (-13.28, -12.51, -14.12)  -0.230
C (-14.38, -13.12, -13.87)  -0.346
C (-15.55, -12.19, -13.76)  -0.205
C (-16.78, -12.65, -14.31)  0.021
C (-17.85, -11.72, -14.40)  -0.005
C (-17.55, -10.33, -14.16)  -0.021
C (-16.32, -9.99, -13.62)  -0.082
N (-15.37, -10.92, -13.44)  0.086
H (-15.45, -14.80, -13.39)  0.137
H (-14.88, -16.41, -12.01)  0.100
H (-13.34, -17.06, -10.24)  0.112
H (-10.96, -16.20, -10.30)  0.111
H (-10.29, -14.59, -12.25)  0.128
H (-16.85, -13.63, -14.73)  0.103
H (-18.85, -11.83, -14.78)  0.096
H (-18.28, -9.62, -14.45)  0.094
H (-15.93, -9.04, -13.43)  0.085
N (-13.38, -8.48, -12.82)  -0.005
C (-12.95, -7.64, -14.01)  -0.108
C (-13.43, -8.29, -15.34)  -0.609
O (-13.54, -7.67, -16.39)  0.037
O (-13.74, -9.57, -15.19)  -0.170
H (-14.37, -8.31, -12.50)  0.111
H (-12.82, -8.24, -11.98)  0.082
H (-11.85, -7.48, -14.03)  0.133
H (-13.31, -6.67, -14.01)  0.080
N (-6.27, -11.10, -15.33)  0.174
C (-7.37, -11.13, -16.12)  -0.486
O (-7.31, -11.30, -17.31)  0.097
C (-8.71, -10.82, -15.36)  -0.100
C (-8.83, -10.61, -14.02)  0.007
C (-10.13, -10.51, -13.42)  -0.079
N (-11.19, -10.45, -14.21)  -0.011
C (-11.10, -10.58, -15.54)  -0.121
C (-9.88, -10.80, -16.13)  0.017
H (-5.52, -11.47, -15.84)  0.098
H (-6.34, -11.40, -14.39)  0.080
H (-7.98, -10.59, -13.38)  0.097
H (-10.28, -10.44, -12.34)  0.105
H (-12.04, -10.52, -16.05)  0.107
H (-9.86, -11.11, -17.15)  0.117
O (-11.55, -9.43, -10.77)  -0.010
C (-12.29, -10.39, -10.54)  -0.490
N (-12.32, -11.02, -9.25)  0.131
C (-13.54, -11.83, -9.20)  -0.261
C (-13.80, -11.96, -10.69)  -0.390
O (-14.65, -12.78, -11.09)  0.030
N (-13.09, -11.10, -11.47)  0.136
C (-14.69, -11.02, -8.53)  -0.114
C (-14.42, -10.16, -7.49)  -0.033
C (-15.43, -9.37, -6.99)  -0.068
C (-16.76, -9.55, -7.43)  -0.074
C (-17.03, -10.60, -8.28)  -0.092
C (-16.02, -11.27, -8.87)  -0.049
C (-13.37, -13.20, -8.52)  -0.127
C (-12.14, -13.57, -8.04)  -0.017
C (-12.03, -14.80, -7.37)  -0.093
C (-13.10, -15.64, -7.25)  -0.097
C (-14.35, -15.23, -7.76)  -0.073
C (-14.49, -14.02, -8.37)  -0.024
H (-12.10, -10.38, -8.48)  0.129
H (-13.38, -10.01, -7.22)  0.109
H (-15.11, -8.70, -6.21)  0.099
H (-17.53, -8.91, -6.99)  0.106
H (-18.06, -10.82, -8.53)  0.110
H (-16.29, -12.05, -9.56)  0.103
H (-11.33, -12.93, -8.24)  0.094
H (-11.11, -15.21, -6.98)  0.101
H (-13.00, -16.66, -6.82)  0.112
H (-15.21, -15.82, -7.65)  0.087
H (-15.43, -13.69, -8.76)  0.097

Entry 6:
Computed, not measured: a 12-piece molecular cluster, H24O12 overall at a distorted geometry, with wB97M-V/def2-TZVPD.

Properties
SMILES	O.O.O.O.O.O.O.O.O.O.O.O
electronic energy	-917.10677	Ha
HOMO energy	-10.047	eV
orbital gap	0.3569	Eh
relative energy (zero: lowest compared OMol25 entry of this formula, charge and spin)	573.9	kJ/mol
F_max	11.2	eV/Å
E_LUMO	-0.33	eV
net charge	0

Last column: Löwdin charge in e.
Positions of all 36 atoms, in Å:
O (3.05, -1.31, -0.96)  -0.037
H (2.73, -0.74, -0.17)  0.077
H (3.96, -1.24, -0.92)  0.002
O (0.23, 0.26, 0.90)  -0.044
H (0.99, -0.17, 0.61)  -0.022
H (-0.18, 0.28, 0.00)  0.030
O (3.31, 1.27, -0.23)  -0.090
H (3.43, 2.35, -0.13)  0.162
H (2.99, 1.04, -1.05)  -0.030
O (-3.45, -2.47, 0.01)  -0.113
H (-3.20, -3.19, -0.74)  0.125
H (-3.81, -1.80, -0.58)  0.018
O (-0.68, -2.33, 1.53)  -0.084
H (-0.77, -1.62, 0.88)  -0.005
H (-1.47, -2.89, 1.59)  0.036
O (-0.56, 0.01, 3.31)  -0.077
H (-0.35, 0.95, 3.05)  0.042
H (0.35, -0.22, 3.39)  0.006
O (-4.06, 1.43, 1.83)  0.001
H (-3.19, 1.11, 1.37)  0.098
H (-4.13, 0.97, 2.53)  -0.098
O (-1.23, -1.51, -3.77)  -0.017
H (-1.22, -1.01, -4.53)  0.003
H (-1.49, -2.40, -4.07)  0.070
O (2.35, 3.13, 2.28)  0.038
H (2.83, 2.38, 2.01)  0.008
H (1.95, 3.37, 1.55)  -0.068
O (1.37, -3.32, -2.35)  -0.132
H (1.59, -2.52, -1.91)  -0.070
H (2.40, -3.63, -2.07)  0.146
O (-0.84, 4.47, 1.23)  0.012
H (-0.35, 3.85, 1.77)  0.031
H (-1.22, 4.17, 0.49)  -0.043
O (-0.40, 0.63, -1.88)  -0.107
H (-0.98, -0.14, -2.26)  0.078
H (0.05, 0.82, -2.73)  0.056

Please write out number 2 again, unchanged.
Computed, not measured: the molecule C5H13NS at a distorted geometry, with wB97M-V/def2-TZVPD.

Properties
SMILES	CCNCCCS
electronic energy	-651.19103	Ha
HOMO energy	-8.796	eV
orbital gap	0.3591	Eh
relative energy (zero: lowest compared OMol25 entry of this formula, charge and spin)	139.0	kJ/mol
F_max	3.8	eV/Å
E_LUMO	0.98	eV
net charge	0

Last column: Löwdin charge in e.
Positions of all 20 atoms, in Å:
C (1.00, 1.05, -2.92)  -0.106
C (0.61, 2.05, -1.84)  -0.284
N (0.29, 1.33, -0.60)  -0.095
C (1.29, 0.54, 0.15)  -0.251
C (0.59, -0.73, 0.65)  -0.281
C (-0.79, -0.40, 1.27)  -0.551
S (-1.45, -2.03, 1.84)  0.664
H (1.61, 0.18, -2.69)  0.066
H (0.05, 0.78, -3.32)  0.054
H (1.48, 1.49, -3.81)  0.074
H (-0.20, 2.70, -2.13)  0.105
H (1.49, 2.72, -1.78)  0.101
H (0.11, 2.11, 0.02)  0.102
H (1.77, 1.21, 0.86)  0.111
H (2.18, 0.24, -0.45)  0.117
H (0.67, -1.52, -0.07)  0.090
H (1.36, -1.13, 1.40)  0.119
H (-0.97, 0.26, 2.11)  0.062
H (-1.45, -0.06, 0.49)  0.050
H (-2.65, -1.83, 1.24)  -0.147

F_max of number 1 (CH3NOSi)?
6.0 eV/Å